Record 1
Here is one molecule with the formula C3H4S in a non-equilibrium geometry from the OMol25 dataset. Energies are from ωB97M-V with the def2-TZVPD basis set.

```
8
Properties=species:S:1:pos:R:3:forces:R:3:mulliken_charge:R:1
C 0.27727 -1.11070 -0.56438 0.07 -0.22 1.32 -0.26
C 1.12664 -0.29350 -0.00485 -0.61 -0.34 -1.56 -0.39
C -0.22635 0.24343 -0.23169 0.10 2.34 0.06 -0.17
S -0.98617 0.80956 1.48704 1.93 -1.72 -1.04 -0.25
H 0.02494 -2.13486 -0.81198 0.03 0.33 -0.16 0.33
H 2.10807 0.02667 0.23790 0.52 -0.12 0.38 0.37
H -0.35702 1.04003 -1.07570 -0.18 -1.37 1.77 0.26
H -1.96740 1.41937 0.96368 -1.86 1.10 -0.78 0.10
```
Forces are in eV/Å.

Kohn-Sham gap (eV): 10.0
SMILES: SC1C=C1
Relative energy (zero: lowest compared OMol25 entry of this formula, charge and spin) (kcal/mol): 43.6
Strongest force on any atom (eV Å⁻¹): 2.79
E_HOMO (eV): -8.87

Record 2
Here is a 2-piece molecular cluster, C26H34N3 overall in a non-equilibrium geometry from the OMol25 dataset. Energies are from ωB97M-V with the def2-TZVPD basis set.

```
63
Properties=species:S:1:pos:R:3:forces:R:3:mulliken_charge:R:1
C -3.11247 1.57077 2.75624 -0.35 0.07 -0.13 -1.08
N -1.77098 2.07318 2.74267 -0.26 -0.92 0.18 0.09
C -1.44893 3.46087 2.87427 -0.11 0.66 -0.27 -0.50
C 0.07514 3.44881 3.01493 0.11 0.57 0.08 -0.64
N 0.41611 2.07958 2.75634 0.24 -0.76 -0.47 0.16
C 1.73747 1.56932 2.95905 0.45 0.08 0.12 -0.93
C -0.67473 1.27768 2.51035 -0.21 -0.83 0.31 0.95
C -0.69181 -0.06616 2.15483 0.01 1.39 0.42 -1.44
H -3.16243 0.61656 3.30725 0.00 0.37 -0.17 0.38
H -3.76354 2.30909 3.25901 0.26 -0.41 -0.26 0.35
H -3.48661 1.40353 1.72975 -0.10 0.01 0.28 0.24
H -1.73664 4.00606 1.95908 -0.06 0.08 0.26 0.21
H -1.94836 3.93781 3.73381 0.10 -0.25 -0.29 0.41
H 0.54714 4.09427 2.25779 -0.05 0.04 0.29 0.31
H 0.38733 3.80591 4.01122 0.04 -0.28 -0.23 0.37
H 1.85723 0.64696 2.37542 0.19 0.34 0.15 0.18
H 2.46269 2.33018 2.62279 -0.12 -0.41 0.02 0.33
H 1.96106 1.34754 4.02499 -0.18 0.05 -0.44 0.25
H 0.25146 -0.60967 2.11042 -0.47 0.02 0.03 0.32
H -1.64827 -0.59089 2.14877 0.46 0.13 -0.08 0.14
C -1.29606 1.28483 -3.64089 0.01 -0.14 -0.22 -1.57
C -0.71701 1.97078 -2.39597 0.11 0.15 0.10 2.14
C -0.21856 3.36909 -2.80735 -0.18 -0.02 0.02 -2.06
C -1.76573 2.13080 -1.29604 -0.17 0.22 0.25 -1.59
C 0.40237 1.13384 -1.81342 0.25 0.92 -0.71 -1.04
N 1.67146 1.57524 -1.88235 -1.14 -0.56 0.16 0.18
C 2.54764 0.62801 -1.36851 0.45 -0.49 0.95 -0.51
C 1.79550 -0.47607 -0.94194 0.39 -0.37 -0.42 0.21
C 2.46193 -1.56633 -0.37714 0.47 0.38 -0.04 -0.11
C 3.85586 -1.49224 -0.23787 -0.21 0.15 0.08 -0.91
C 4.57118 -0.33055 -0.57723 -0.39 0.30 -0.32 -0.62
C 3.91083 0.76439 -1.15100 -0.15 -0.40 0.10 -0.92
C 0.38514 -0.18351 -1.24278 -0.08 -0.73 -0.01 2.39
C -0.71628 -1.01410 -1.04737 0.45 1.25 -0.54 -0.23
C -0.68411 -2.43064 -0.83302 -0.37 -1.58 -0.05 -0.01
C 0.13832 -3.30481 -1.60719 -0.36 0.51 0.48 -0.44
C 0.16016 -4.66685 -1.34015 0.02 0.51 -0.14 -0.59
C -0.62075 -5.20824 -0.31373 0.21 0.19 0.15 1.03
C -0.47812 -6.64280 0.08397 -0.20 -0.23 0.07 -1.42
C -1.52734 -4.38295 0.35956 0.06 0.17 -0.13 -0.81
C -1.60983 -3.03084 0.06773 0.36 0.46 -0.49 -0.73
H -1.65486 0.27379 -3.42175 0.02 0.18 -0.06 0.29
H -2.13176 1.87733 -4.04124 0.23 -0.16 0.18 0.44
H -0.52799 1.21620 -4.42293 -0.20 -0.05 0.12 0.38
H 0.20009 3.91447 -1.95215 -0.03 -0.05 -0.17 0.41
H 0.51223 3.32578 -3.62588 -0.11 0.02 0.17 0.43
H -1.07995 3.94544 -3.17512 0.30 -0.16 0.10 0.43
H -1.27901 2.52828 -0.39553 -0.26 -0.07 -0.06 0.30
H -2.54803 2.83096 -1.61633 0.16 -0.19 0.06 0.52
H -2.23052 1.17756 -1.03792 -0.05 0.31 0.03 0.25
H 1.97789 2.46480 -2.25277 -0.32 -0.08 -0.03 0.27
H 1.90159 -2.43958 -0.06873 0.25 0.02 0.03 0.55
H 4.40666 -2.34800 0.15327 -0.22 0.25 -0.01 0.42
H 5.64294 -0.26813 -0.40228 -0.23 -0.11 -0.04 0.42
H 4.38773 1.70433 -1.41329 0.25 -0.26 0.06 0.45
H -1.71342 -0.57165 -1.12503 0.38 -0.12 0.19 0.33
H 0.68894 -2.88031 -2.44908 0.11 -0.18 0.38 0.44
H 0.81284 -5.30888 -1.92577 -0.15 0.03 0.06 0.43
H -1.23625 -6.88946 0.82488 0.02 -0.14 0.00 0.36
H -0.59190 -7.32019 -0.76383 0.00 0.07 -0.03 0.36
H 0.49840 -6.84958 0.52935 -0.01 0.14 -0.06 0.31
H -2.16911 -4.81725 1.12132 0.02 0.10 -0.16 0.30
H -2.38399 -2.40437 0.51452 0.36 -0.17 0.13 0.41
```
Forces are in eV/Å.

Kohn-Sham gap (eV): 5.2
Relative energy (zero: lowest compared OMol25 entry of this formula, charge and spin) (kcal/mol): 34.3
Strongest force on any atom (eV Å⁻¹): 1.62
Charge: +1
E_HOMO (eV): -9.65